21
Properties=species:S:1:pos:R:3:forces:R:3 method="wB97M-V/def2-TZVPD" e_tot_ev=-8839.4679 charge=+1
C 1.376271 1.840755 -0.288366 1.393 -1.403 0.642
C 2.005088 0.427779 -0.060155 0.285 0.959 0.566
H 1.733879 2.134123 -1.270385 -0.415 0.487 -0.038
H 0.309544 1.878634 -0.165303 -0.427 0.140 -0.286
H 1.860302 2.447335 0.476174 -0.363 0.489 -0.196
H 3.025715 0.641213 0.258089 0.257 -0.351 -0.525
H 1.982529 -0.192365 -0.944803 0.108 -0.192 -0.141
H 1.627309 -0.125115 0.797633 -0.279 0.140 0.010
C -0.920511 -2.021356 -1.171859 -0.863 1.130 0.668
C -1.092117 -0.265861 0.568974 0.478 0.792 0.252
N -0.420402 -1.243054 -0.011025 -0.379 -0.716 -0.913
N -1.969780 0.479444 -0.096567 -0.255 -0.053 0.495
N -0.834042 0.054090 1.837403 0.432 -0.382 0.609
H 0.364223 -1.662329 0.460893 -0.136 0.159 0.262
H -2.070904 0.422466 -1.075740 0.029 -0.170 -0.922
H -2.373432 1.292713 0.324112 -0.173 0.065 0.295
H -0.227267 -0.534410 2.385729 -0.054 -0.057 -0.094
H -1.091999 0.911052 2.298948 -0.226 0.087 -0.405
H -1.668905 -1.427235 -1.696417 0.017 -0.047 0.031
H -1.461733 -2.844891 -0.713497 0.339 -0.613 -0.702
H -0.153770 -2.212978 -1.913839 0.233 -0.462 0.393

21
Properties=species:S:1:pos:R:3:forces:R:3 method="wB97M-V/def2-TZVPD" e_tot_ev=-8835.5631 charge=+1 smiles=CCC[N+](C)(N)N
C -2.842946 -0.060563 -0.001506 -0.989 -0.336 -1.049
C 2.071614 -1.041603 0.021862 0.086 -2.830 -0.496
C -1.421608 0.543927 -0.272371 -0.324 -2.989 1.284
C -0.250915 -0.550787 -0.020342 -2.517 0.543 -0.424
N 1.253086 0.825478 -1.241018 -4.082 -2.528 -0.386
N 1.241380 0.823291 1.172802 0.895 1.145 2.631
N 1.093409 0.095355 -0.051451 1.097 -2.069 1.842
H -2.892108 -1.162267 -0.433521 -0.178 2.187 1.254
H -3.115584 0.054984 1.116066 0.320 -0.664 -1.951
H -3.604814 0.583918 -0.642301 1.453 -1.433 1.525
H 3.075828 -0.699508 0.184605 0.315 0.532 0.697
H 1.778949 -1.965938 0.745168 0.438 2.807 -1.463
H 2.156491 -1.452932 -0.988935 -0.458 -0.052 0.126
H -1.382875 1.326958 0.439146 0.657 1.211 0.290
H -1.441256 0.858829 -1.290695 0.413 0.397 -0.658
H -0.213024 -1.007748 0.987406 -0.795 0.204 -0.645
H -0.383794 -1.362647 -0.783507 0.662 0.888 0.541
H 1.969555 1.423887 -1.228481 3.831 2.649 0.580
H 0.398099 1.364370 -1.291094 0.060 0.275 -0.414
H 2.115026 0.578816 1.774789 -2.061 0.237 -1.908
H 0.395487 0.824185 1.803384 1.177 -0.174 -1.377

21
Properties=species:S:1:pos:R:3:forces:R:3 method="wB97M-V/def2-TZVPD" spin_multiplicity=2 e_tot_ev=-8824.4923 charge=+2 s2=0.757
C -1.298209 -0.276528 -1.303881 -0.447 0.737 -1.538
C -0.765337 0.693576 0.901627 0.690 1.526 0.337
N -1.112176 0.818921 -0.421449 0.444 -0.836 0.235
N -0.956111 -0.438183 1.505740 -1.839 -1.383 -0.599
N -0.280539 1.760995 1.547560 -0.273 0.227 0.704
H -1.325350 1.744609 -0.790749 0.395 0.135 0.341
H -1.601012 -1.054083 1.013704 0.125 -0.323 0.297
H -0.963054 -0.601429 2.507650 0.633 0.338 0.085
H 0.620192 2.188235 1.360596 -0.306 0.272 -0.696
H -0.540200 1.847812 2.525594 0.218 -0.175 0.037
H -0.373297 -0.888383 -1.408035 -0.169 -0.174 0.252
H -1.521491 0.196858 -2.260822 0.268 -0.188 -0.228
H -2.197932 -0.909794 -1.201696 0.302 -0.192 0.787
C 1.737526 -1.772815 -1.195460 -0.203 2.008 1.336
C 2.269953 -0.425533 -0.690777 -0.261 -0.832 -1.052
H 1.190665 -2.282929 -0.411964 0.241 -0.666 -0.244
H 1.169221 -1.753273 -2.146921 -0.271 -0.018 -0.322
H 2.656397 -2.224646 -1.599650 -0.021 -0.818 -0.181
H 2.320079 0.285230 -1.525170 0.211 0.112 -0.032
H 1.853201 0.038955 0.199294 -0.137 -0.375 0.134
H 3.326774 -0.658901 -0.496070 0.400 0.624 0.345

21
Properties=species:S:1:pos:R:3:forces:R:3 method="wB97M-V/def2-TZVPD" spin_multiplicity=2 e_tot_ev=-8824.2539 charge=+2 s2=0.753
C 0.479553 -1.838850 0.582302 1.139 -2.720 0.393
C -1.401938 -1.212040 -0.811619 -0.149 1.035 0.985
N -0.952616 -1.767243 0.344013 0.184 1.521 -1.552
N -0.677186 -1.262343 -1.935703 0.653 -0.358 0.572
N -2.478688 -0.413212 -0.834018 -0.494 -0.719 -1.424
H -1.464434 -1.537477 1.194036 -0.119 -0.192 -0.402
H 0.321114 -1.269296 -1.821940 0.081 -0.634 -0.274
H -1.008569 -1.128945 -2.877754 -0.369 0.237 0.152
H -3.204853 -0.267024 -0.153403 0.118 -0.615 0.573
H -2.827457 -0.322805 -1.782856 -0.234 0.534 0.175
H 0.556091 -2.794341 1.195242 0.610 1.815 0.135
H 0.916574 -0.898975 0.929182 -0.306 -0.184 0.899
H 1.198148 -2.099537 -0.225404 -1.283 -0.021 -0.335
C 1.514503 1.842196 1.390459 -0.184 -0.966 -2.328
C 1.145521 2.343076 0.031614 1.803 -1.901 1.903
H 1.897505 2.596037 2.123833 0.295 0.466 1.105
H 0.625900 1.592827 2.030052 -0.025 0.581 0.202
H 2.339280 1.087722 1.357017 -0.213 0.737 0.250
H 0.802796 3.380058 0.109838 -0.651 0.641 -0.037
H 0.194851 1.796267 -0.236971 0.043 0.567 -0.592
H 2.023905 2.173904 -0.607918 -0.898 0.176 -0.399

21
Properties=species:S:1:pos:R:3:forces:R:3 method="wB97M-V/def2-TZVPD" spin_multiplicity=2 e_tot_ev=-8825.7960 charge=+2 s2=0.754
N 0.810198 0.916232 -1.063632 -0.433 0.333 0.615
C 0.062013 -0.079531 -0.251306 -0.939 -0.544 -2.659
C 0.152993 -0.094842 1.216386 0.714 0.754 2.272
C -0.439060 1.233739 1.773301 0.719 0.325 -2.151
N -1.820408 1.374597 1.337448 1.716 -0.969 4.414
C 0.532697 -1.494851 -0.662449 2.205 1.117 -0.916
N 0.546465 -1.660635 -2.134790 -1.610 -2.105 -0.619
H 0.203018 1.648440 -1.466524 0.249 -0.785 0.209
H 1.476554 1.446887 -0.520176 0.630 -0.220 0.030
H 0.881134 -0.845138 -2.636589 0.107 0.530 -0.068
H -0.958089 0.140361 -0.594737 -0.289 -0.801 0.313
H 1.221264 -0.179661 1.474613 -0.340 0.301 0.351
H -0.342108 -0.915339 1.729179 -0.141 -0.328 -0.393
H 0.110717 1.977908 1.227005 0.303 0.667 0.025
H -0.382199 1.444643 2.851484 -0.140 -0.673 0.039
H -2.309534 1.118347 2.196372 -1.494 -0.726 -0.684
H -2.099707 2.262540 1.057866 -1.006 2.022 -1.836
H 1.601823 -1.515936 -0.484915 0.246 -0.037 0.901
H 0.109416 -2.388758 -0.265327 -0.746 -0.248 0.658
H 1.089720 -2.513446 -2.433866 -0.455 1.039 0.329
H -0.446906 -1.875556 -2.349345 0.704 0.349 -0.831

22
Properties=species:S:1:pos:R:3:forces:R:3 method="wB97M-V/def2-TZVPD" e_tot_ev=-10885.7766 charge=+1
C 0.029444 0.972075 1.180890 0.449 -1.576 -2.546
C 1.138548 0.134496 0.450590 0.029 -0.865 1.861
C 0.739521 -1.338898 0.124796 0.988 -0.667 0.344
N 2.319883 -1.529497 -2.359632 2.574 0.630 -1.572
C 1.019958 -1.429509 -2.301030 -4.442 1.130 1.573
N 0.230029 -1.347522 -1.251978 0.105 -0.723 -0.256
N -1.139238 1.038147 0.049765 1.799 0.238 0.780
H 0.448110 2.013771 1.277370 -1.128 -1.069 0.563
H -0.408867 0.385812 2.049025 0.590 1.370 -0.932
H 1.509677 0.651873 -0.422056 -0.084 0.152 -0.340
H 1.995940 0.024573 1.118578 -0.043 0.521 0.241
H 1.617275 -2.067954 0.300479 -0.889 1.238 -0.406
H 0.034060 -1.723438 0.951225 0.347 0.598 -1.683
H 2.909156 -0.971018 -3.012804 -1.006 -1.123 0.586
H 2.750940 -1.820946 -1.533735 1.086 -0.193 1.294
H 0.419396 -1.356911 -3.205530 0.600 0.120 -0.345
H -1.253015 0.193257 -0.570448 0.417 0.294 0.822
H -0.906119 1.825041 -0.551562 -0.025 -0.061 -0.178
H -1.951952 1.295849 0.562447 -1.588 0.030 0.410
H -3.798923 1.030262 2.870987 -0.203 0.441 -0.214
H -4.191919 2.369421 2.087142 0.864 -1.270 0.424
O -3.511909 1.651124 2.185478 -0.440 0.786 -0.425